# 1
ORCA calculation (wB97M-V/def2-TZVPD) on a molecular structure, C34H23AsClN2OSbSe4Y in a non-equilibrium geometry.

Positions of all 68 atoms, in Å:
Y -0.467 0.618 0.603
Cl -3.660 5.828 2.882
C -2.496 4.557 2.634
C -2.358 3.552 3.585
C -1.432 2.555 3.384
C -0.648 2.506 2.221
O 0.208 1.547 2.072
C -0.835 3.521 1.236
C -0.237 3.438 -0.056
N -0.007 2.293 -0.610
C 0.785 2.030 -1.721
C 2.013 2.612 -1.951
C 2.965 1.951 -2.739
C 2.713 0.704 -3.248
C 1.430 0.126 -3.134
C 1.114 -1.188 -3.552
C -0.198 -1.612 -3.469
C -1.147 -0.760 -2.902
N -0.855 0.389 -2.298
C 0.422 0.843 -2.436
C -1.733 4.558 1.490
H -2.970 3.546 4.476
H -1.282 1.770 4.121
H -0.049 4.369 -0.598
H 2.292 3.499 -1.392
H 3.939 2.404 -2.846
H 3.484 0.111 -3.715
H 1.890 -1.905 -3.859
H -0.446 -2.639 -3.727
H -2.188 -1.054 -2.848
H -1.879 5.315 0.735
Se 1.125 -4.621 -2.331
Sb 1.834 -2.963 -0.742
Se 0.370 -1.392 0.118
Se 1.897 0.019 0.212
Se 2.789 -4.445 0.914
C -4.762 -0.552 6.066
C -5.007 0.284 4.991
C -4.160 0.270 3.898
C -3.071 -0.578 3.882
C -2.813 -1.400 4.968
C -3.660 -1.394 6.057
As -1.835 -0.714 2.446
C -2.258 -2.493 1.710
C -1.466 -3.608 2.015
C -1.240 -4.578 1.048
C -1.916 -4.514 -0.170
C -2.791 -3.475 -0.440
C -2.908 -2.408 0.458
C -3.300 -1.049 0.057
C -3.899 -0.676 -1.145
C -3.934 0.654 -1.532
C -3.395 1.644 -0.725
C -2.849 1.301 0.500
C -2.813 -0.025 0.910
H -5.437 -0.552 6.910
H -5.861 0.948 5.003
H -4.346 0.927 3.052
H -1.939 -2.049 4.941
H -3.464 -2.040 6.901
H -0.906 -3.625 2.949
H -0.471 -5.333 1.193
H -1.684 -5.238 -0.940
H -3.299 -3.435 -1.395
H -4.296 -1.437 -1.803
H -4.349 0.914 -2.495
H -3.372 2.679 -1.044
H -2.478 2.093 1.148

* charge: -1
* calculated total energy: -14074.4048 hartree
* energy relative to the best compared isomer or geometry (same formula, charge and spin): 258.0 kcal per mole
* 2S+1: 1
* LUMO (alpha / beta): 1.76 / 1.16 eV



# 2
ORCA calculation (wB97M-V/def2-TZVPD) on a molecular structure, C34H23BrCl3CrO4S3Sb.

Positions of all 70 atoms, in Å:
Cr -0.730 -0.477 -0.760
Cl 4.526 3.896 2.888
C 3.286 2.888 2.170
C 2.087 3.453 1.784
C 1.111 2.647 1.228
Cl -0.420 3.362 0.826
C 1.265 1.254 1.024
O 0.342 0.480 0.601
C 2.529 0.754 1.439
Cl 2.803 -0.942 1.227
C 3.516 1.534 2.002
H 1.897 4.508 1.925
H 4.451 1.085 2.307
Br -2.385 1.447 -1.508
C -1.361 1.984 -3.030
C -1.880 2.915 -3.878
C -1.098 3.350 -4.970
C 0.163 2.853 -5.147
C 0.703 1.888 -4.260
C 2.016 1.389 -4.423
C 2.502 0.465 -3.540
C 1.704 -0.020 -2.483
C 0.411 0.406 -2.277
C -0.076 1.405 -3.171
H -2.870 3.317 -3.713
H -1.502 4.086 -5.654
H 0.776 3.195 -5.974
H 2.618 1.753 -5.249
H 3.512 0.085 -3.658
H 2.115 -0.784 -1.834
S -2.430 -0.975 0.987
Sb -0.770 -2.237 2.340
C 0.715 -3.892 2.841
C 2.049 -3.753 3.208
C 2.882 -4.862 3.332
C 2.395 -6.134 3.072
C 1.072 -6.286 2.670
C 0.250 -5.175 2.551
C -2.236 -3.200 3.611
C -1.870 -3.767 4.829
C -2.812 -4.380 5.645
C -4.140 -4.445 5.246
C -4.516 -3.890 4.031
C -3.571 -3.269 3.222
C -0.112 -0.762 3.765
C -0.503 0.562 3.575
C -0.037 1.564 4.416
C 0.822 1.258 5.463
C 1.200 -0.061 5.673
C 0.734 -1.062 4.829
H 2.467 -2.769 3.391
H 3.917 -4.722 3.625
H 3.043 -6.998 3.162
H 0.683 -7.269 2.431
H -0.769 -5.312 2.203
H -0.833 -3.742 5.146
H -2.505 -4.812 6.592
H -4.877 -4.928 5.878
H -5.549 -3.940 3.707
H -3.864 -2.825 2.277
H -1.157 0.802 2.743
H -0.336 2.591 4.236
H 1.200 2.044 6.107
H 1.870 -0.314 6.488
H 1.045 -2.086 5.009
O -0.942 -4.112 -0.608
S -0.317 -3.167 -1.510
O 0.575 -3.751 -2.485
O 0.401 -2.081 -0.705
S -1.723 -1.957 -2.394

* charge: -2
* calculated total energy: -8044.4080 hartree
* energy relative to the best compared isomer or geometry (same formula, charge and spin): 0.0 kcal per mole
* 2S+1: 5
* LUMO (alpha / beta): 4.06 / 4.06 eV



# 3
ORCA calculation (wB97M-V/def2-TZVPD) on a molecular structure, C34H23F4FeN5P.

Positions of all 68 atoms, in Å:
Fe 0.483 0.192 1.458
C 3.352 -3.816 -2.193
C 4.074 -3.876 -1.008
C 3.602 -3.235 0.128
C 2.404 -2.528 0.077
C 1.682 -2.471 -1.115
C 2.154 -3.116 -2.246
P 1.701 -1.703 1.520
C 2.982 -1.667 2.792
C 4.136 -0.918 2.562
C 5.117 -0.841 3.536
C 4.945 -1.500 4.747
C 3.791 -2.232 4.983
C 2.806 -2.315 4.009
C 0.208 -2.464 2.140
C -0.268 -3.730 2.472
C -1.570 -3.806 2.929
C -2.361 -2.655 3.039
C -1.878 -1.408 2.687
C -0.562 -1.297 2.218
H 3.724 -4.316 -3.078
H 5.007 -4.422 -0.969
H 4.166 -3.281 1.051
H 0.748 -1.921 -1.153
H 1.592 -3.069 -3.169
H 4.262 -0.390 1.623
H 6.012 -0.260 3.354
H 5.709 -1.434 5.511
H 3.650 -2.736 5.931
H 1.899 -2.876 4.201
H 0.349 -4.615 2.377
H -1.991 -4.764 3.206
H -3.375 -2.751 3.406
H -2.521 -0.539 2.777
F -4.337 4.894 3.008
C -3.765 4.755 1.813
C -4.058 5.678 0.845
F -4.906 6.654 1.153
C -3.466 5.652 -0.440
C -2.565 4.584 -0.646
C -2.288 3.662 0.324
F -1.477 2.644 -0.001
C -2.852 3.707 1.608
C -2.524 2.742 2.631
C -1.277 2.149 2.644
N -0.223 1.647 2.657
C -3.447 2.347 3.635
N -4.199 1.979 4.429
F -1.982 4.430 -1.834
C -3.750 6.619 -1.440
C -4.684 7.676 -1.265
N -5.425 8.557 -1.198
C -3.121 6.627 -2.713
N -2.645 6.689 -3.761
C 1.912 3.340 -0.702
C 2.072 1.812 -0.780
C 1.442 1.286 -2.079
C 3.560 1.428 -0.730
N 1.422 1.238 0.341
H 2.411 3.815 -1.549
H 2.346 3.720 0.222
H 0.855 3.606 -0.733
H 1.942 1.722 -2.945
H 0.384 1.551 -2.118
H 1.540 0.201 -2.129
H 4.082 1.817 -1.607
H 3.665 0.340 -0.723
H 4.030 1.838 0.166

* calculated total energy: -3587.5296 hartree
* energy relative to the best compared isomer or geometry (same formula, charge and spin): 2.1 kcal per mole
* 2S+1: 6
* LUMO (alpha / beta): -1.05 / -2.40 eV